1.
Density functional theory data (ωB97M-V with the def2-TZVPD basis set) for one molecule with the formula C2H3NO3S.

Summary:
Strongest force on any atom in eV/A: 5.83
Spin multiplicity: 3
<S²>: 2.012
HOMO (alpha / beta) in eV: -6.11 / -11.49
Orbital gap (alpha / beta) in eV: 6.805 / 7.621
LUMO energy (alpha / beta) in eV: 0.70 / -3.87
Energy above the lowest of the compared OMol25 structures with the same formula, charge and spin in kcal per mole: 68.2
Charge: 0

Last column: Löwdin spin population.
CARTESIAN COORDINATES (ANGSTROEM)
C (1.36, -0.16, 0.59)  0.11
C (-1.03, 0.40, 0.50)  0.57
N (0.58, 0.57, 1.23)  0.90
O (-1.06, -1.49, -1.59)  0.06
O (-0.13, 0.77, -1.85)  0.05
O (1.02, -0.89, -0.45)  0.09
S (-0.48, -0.32, -1.04)  0.14
H (2.41, -0.03, 0.77)  0.04
H (-1.44, -0.30, 1.33)  0.02
H (-1.23, 1.46, 0.52)  0.02


2.
Density functional theory data (ωB97M-V with the def2-TZVPD basis set) for one molecule with the formula C2H3NOS.

Summary:
Strongest force on any atom in eV/A: 3.73
HOMO in eV: -9.48
Orbital gap in eV: 8.900
LUMO energy in eV: -0.58
Structure (SMILES): O=CNC=S
Energy above the lowest of the compared OMol25 structures with the same formula, charge and spin in kcal per mole: 19.7
Charge: 0

Last column: Mulliken charge in e.
CARTESIAN COORDINATES (ANGSTROEM)
O (1.25, 1.97, 0.04)  -0.54
C (0.28, 1.19, 0.19)  0.26
N (0.37, -0.09, -0.37)  -0.17
C (-0.47, -1.14, 0.02)  -0.09
S (-2.03, -1.12, -0.19)  -0.23
H (-0.82, 1.43, 0.57)  0.21
H (1.25, -0.34, -0.80)  0.29
H (0.17, -1.90, 0.54)  0.27


3.
Density functional theory data (ωB97M-V with the def2-TZVPD basis set) for one molecule with the formula C2H3NOS.

Summary:
Strongest force on any atom in eV/A: 2.46
HOMO in eV: -9.09
Orbital gap in eV: 8.774
LUMO energy in eV: -0.32
Structure (SMILES): O=CNC=S
Energy above the lowest of the compared OMol25 structures with the same formula, charge and spin in kcal per mole: 15.9
Charge: 0

Last column: Mulliken charge in e.
CARTESIAN COORDINATES (ANGSTROEM)
O (-2.09, 0.28, 0.78)  -0.46
C (-0.99, 0.59, 0.46)  0.09
N (0.03, -0.46, 0.49)  -0.25
C (1.07, -0.38, -0.46)  -0.08
S (1.63, 0.95, -1.26)  -0.28
H (-0.58, 1.54, 0.16)  0.34
H (-0.66, -1.26, 0.60)  0.31
H (1.59, -1.27, -0.76)  0.33


4.
Density functional theory data (ωB97M-V with the def2-TZVPD basis set) for one molecule with the formula C2H3NOS.

Summary:
Strongest force on any atom in eV/A: 1.69
HOMO in eV: -9.30
Orbital gap in eV: 8.927
LUMO energy in eV: -0.37
Structure (SMILES): O=CNC=S
Energy above the lowest of the compared OMol25 structures with the same formula, charge and spin in kcal per mole: 1.9
Charge: 0

Last column: Mulliken charge in e.
CARTESIAN COORDINATES (ANGSTROEM)
O (-2.26, -0.61, -0.03)  -0.50
C (-1.26, 0.07, -0.02)  0.16
N (0.03, -0.44, -0.04)  -0.11
C (1.18, 0.29, -0.05)  0.06
S (2.63, -0.43, -0.01)  -0.30
H (-1.31, 1.17, 0.18)  0.22
H (0.05, -1.45, 0.05)  0.28
H (0.93, 1.39, -0.10)  0.21